Computed, not measured: C34H52N3O2S5SbSn as an isolated structure, with ωB97M-V/def2-TZVPD.

Geometry as XYZ:
```
98
Properties=species:S:1:pos:R:3:forces:R:3
Sn 1.0649 -1.3198 -0.4840 0.031 -0.208 0.116
C 4.3833 -2.0170 1.0488 -0.098 -0.030 0.063
C 3.5651 -3.2949 1.1325 -0.043 0.042 -0.048
S 2.5005 -3.6496 -0.2896 0.006 0.044 -0.148
C 3.7245 -3.9269 -1.6012 -0.041 0.013 -0.036
C 3.0491 -4.0234 -2.9675 -0.106 0.138 0.130
S 2.3391 -2.4556 -3.5335 0.020 -0.015 0.001
C 3.8626 -1.6133 -4.0530 -0.115 0.002 0.020
C 3.7229 -0.0964 -4.0251 -0.066 -0.063 0.172
S 3.2526 0.6094 -2.4209 0.027 0.007 -0.029
C 4.7400 0.2478 -1.4625 -0.082 -0.001 0.020
C 4.5191 0.5607 0.0092 -0.090 -0.005 -0.033
S 3.3650 -0.5110 0.9209 -0.013 -0.027 -0.095
H 5.0679 -2.0280 0.2026 0.009 -0.023 0.007
H 4.9678 -1.9180 1.9628 0.060 -0.031 0.002
H 2.8711 -3.2665 1.9709 0.047 -0.024 0.054
H 4.2333 -4.1476 1.2574 -0.004 0.000 0.037
H 4.2250 -4.8661 -1.3590 0.031 0.017 -0.038
H 4.4595 -3.1221 -1.5876 0.025 -0.036 -0.025
H 2.2215 -4.7343 -2.9420 0.062 -0.030 -0.024
H 3.7628 -4.3705 -3.7122 0.020 -0.089 0.002
H 4.0896 -1.9322 -5.0703 0.096 0.042 -0.009
H 4.6780 -1.9393 -3.4073 0.032 0.023 -0.040
H 2.9421 0.2341 -4.7102 0.022 -0.001 -0.052
H 4.6602 0.3649 -4.3328 0.008 0.021 -0.116
H 5.5499 0.8732 -1.8374 0.108 -0.039 0.042
H 5.0200 -0.7973 -1.6004 0.037 0.012 0.024
H 4.1201 1.5696 0.1328 0.082 -0.011 0.014
H 5.4633 0.5057 0.5508 0.013 0.085 0.017
N 0.3639 2.6280 2.0630 0.050 -0.109 -0.083
C -0.3415 1.8312 1.2325 -0.085 -0.200 0.276
O -0.3037 2.1515 -0.0579 -0.378 0.086 -0.064
C -1.0334 0.7312 1.6978 -0.067 -0.272 -0.249
C -0.9850 0.4126 3.0900 -0.190 -0.089 0.169
N -0.9612 0.2231 4.2280 0.105 0.111 -0.443
C -1.7328 -0.1075 0.7714 0.027 0.418 0.175
N -2.2831 -0.7025 -0.0506 0.296 -0.099 0.324
H 1.0702 3.2144 1.6514 -0.011 0.088 -0.002
H 0.5233 2.3127 3.0103 -0.021 0.049 0.009
C -3.2412 5.7443 -0.5984 -0.164 0.028 0.074
C -2.4402 4.8151 0.3102 0.216 -0.523 -0.326
C -1.3251 5.5530 1.0309 -0.152 0.228 0.024
C -3.3208 4.0278 1.2748 -0.032 0.210 0.155
Sb -1.5674 3.3422 -1.1024 0.198 -0.045 0.033
C 0.1021 4.0979 -2.3071 -0.509 -0.061 0.125
C -0.4086 5.3136 -3.0831 0.173 0.015 -0.044
C 0.5100 2.9542 -3.2310 0.122 0.135 -0.108
C 1.2317 4.4630 -1.3533 0.142 0.019 -0.114
C -3.0513 2.0737 -2.2355 0.629 0.488 0.559
C -4.1108 1.6068 -1.2573 -0.250 -0.055 -0.231
C -2.2679 0.9343 -2.8578 -0.193 -0.169 -0.131
C -3.5851 3.0780 -3.2491 -0.096 -0.137 -0.181
H -3.7104 6.5088 0.0318 0.022 -0.048 -0.063
H -4.0459 5.2234 -1.1263 0.070 0.076 0.100
H -2.6164 6.2633 -1.3293 -0.050 -0.015 0.066
H -1.7935 6.3271 1.6519 0.053 -0.068 -0.038
H -0.6462 6.0605 0.3457 -0.048 0.028 0.023
H -0.7608 4.9029 1.6927 0.056 -0.054 0.033
H -3.7420 4.7328 2.0012 0.024 -0.052 -0.040
H -2.7595 3.2796 1.8394 -0.002 0.032 -0.008
H -4.1545 3.5386 0.7754 0.030 0.047 0.066
H -1.2711 5.0803 -3.7125 0.084 0.033 0.036
H 0.3901 5.6642 -3.7461 -0.054 -0.005 0.043
H -0.6709 6.1443 -2.4230 0.048 -0.052 -0.046
H -0.2356 2.7744 -4.0056 0.029 0.036 0.000
H 0.6948 2.0247 -2.6873 0.019 0.037 -0.017
H 1.4436 3.2354 -3.7327 -0.064 -0.030 0.041
H 0.9669 5.2813 -0.6853 0.034 -0.014 0.002
H 2.0870 4.7932 -1.9540 -0.062 -0.010 0.036
H 1.5561 3.6017 -0.7681 0.018 0.035 -0.045
H -3.7218 0.9096 -0.5207 -0.070 0.083 -0.041
H -4.8693 1.0707 -1.8413 0.034 0.011 0.056
H -4.6152 2.4351 -0.7623 -0.043 -0.026 -0.109
H -1.7668 0.3198 -2.1097 -0.025 0.050 -0.074
H -1.5517 1.2752 -3.6020 -0.059 -0.028 0.008
H -2.9928 0.2870 -3.3670 0.060 0.025 0.028
H -4.1817 3.8658 -2.7849 0.036 -0.061 -0.050
H -4.2432 2.5317 -3.9341 0.003 0.061 0.021
H -2.7993 3.5332 -3.8581 -0.062 -0.080 0.004
C -3.8143 -9.0201 5.7050 0.046 0.069 0.002
C -2.9168 -8.0235 5.0167 -0.020 -0.005 0.019
O -2.5730 -8.0862 3.8721 -0.020 0.057 0.094
S -2.4400 -6.6819 6.1413 0.014 -0.089 -0.010
C -1.6128 -5.5668 5.0475 -0.025 -0.036 -0.069
C -2.0140 -4.2341 5.0305 0.027 0.046 -0.023
C -1.4240 -3.3384 4.1536 -0.047 0.056 0.041
C -0.4301 -3.7737 3.2781 0.076 0.021 -0.241
C 0.0022 -5.1021 3.3340 0.006 -0.012 0.004
C -0.5791 -5.9938 4.2183 0.082 0.054 -0.043
C 0.1133 -2.8935 2.2744 -0.223 -0.279 0.596
C 0.5703 -2.1573 1.4245 0.168 0.212 -0.289
H -3.6633 -10.0068 5.2717 0.033 0.036 -0.002
H -4.8497 -8.7201 5.5314 0.022 0.010 0.005
H -3.6387 -9.0405 6.7802 -0.014 -0.018 -0.027
H -2.7983 -3.9042 5.7011 0.011 -0.006 -0.072
H -1.7373 -2.3027 4.1363 -0.016 -0.057 0.019
H 0.7930 -5.4332 2.6712 -0.057 -0.025 0.000
H -0.2400 -7.0192 4.2556 -0.036 0.029 -0.012
```
Forces are in eV/Å.

Summary:
electronic energy: -4086.405703 hartree
HOMO-LUMO gap: 6.52 eV
relative energy (zero: lowest compared OMol25 entry of this formula, charge and spin): 0.096 eV
net charge: +2
spin multiplicity: 1
highest occupied orbital energy: -11.84 eV

Atomic partial charges in e from the Mulliken method, atoms 1 to 6:
1 Sn 0.578
2 C -0.930
3 C -0.794
4 S -0.012
5 C -0.325
6 C -0.983

Computed, not measured: C34H52N3O5PSSiSm as an isolated structure, with ωB97M-V/def2-TZVPD.

Geometry as XYZ:
```
98
Properties=species:S:1:pos:R:3:forces:R:3
Sm -0.7151 0.2722 -0.0476 -0.411 -0.508 -0.160
C -0.4402 -3.0487 0.9452 -0.058 0.037 -0.017
C 0.0016 -3.2939 -0.4908 -0.070 0.004 -0.087
N 0.1065 -2.0341 -1.2403 0.277 0.289 -0.028
C -0.4684 -2.0639 -2.5916 -0.004 0.026 0.091
C -1.9811 -2.0784 -2.5227 -0.118 -0.074 0.070
N -2.4791 -1.0901 -1.5446 0.110 0.412 0.094
C -3.4481 -1.6238 -0.5771 -0.007 0.043 -0.085
C -2.8133 -2.6032 0.3928 0.047 -0.082 0.057
N -1.5613 -2.0934 0.9922 0.138 0.391 0.076
H 0.3849 -2.6191 1.5203 0.006 0.014 0.000
H -0.6987 -4.0061 1.4104 0.010 -0.017 0.040
H -0.7152 -3.9466 -0.9923 0.023 0.003 -0.010
H 0.9551 -3.8254 -0.4877 0.015 -0.031 0.014
H 1.0876 -1.8060 -1.3481 0.018 -0.043 -0.001
H -0.1098 -2.9208 -3.1731 -0.014 -0.024 -0.007
H -0.1400 -1.1544 -3.0947 0.028 0.010 0.003
H -2.3497 -3.0661 -2.2386 0.010 -0.009 0.001
H -2.3802 -1.8596 -3.5118 -0.034 -0.032 -0.027
H -2.9297 -0.3372 -2.0563 -0.019 -0.037 -0.082
H -4.2899 -2.1205 -1.0737 -0.017 -0.009 -0.007
H -3.8389 -0.7751 -0.0255 -0.032 0.035 0.016
H -2.5993 -3.5471 -0.1091 -0.004 -0.015 0.012
H -3.5426 -2.8337 1.1726 0.002 -0.014 0.000
H -1.7451 -1.8538 1.9603 0.006 -0.037 0.026
O 0.4428 4.4010 1.9978 0.019 -0.152 0.021
C 0.0911 3.4384 1.1614 0.021 0.160 0.060
O 0.3788 2.2728 1.3296 -0.060 -0.268 -0.025
C -0.7196 3.9496 0.0001 -0.088 -0.015 -0.014
O -0.8965 2.9388 -0.9533 -0.066 -0.195 -0.057
C -0.2163 3.1082 -2.2061 -0.179 0.271 0.086
C 0.7352 1.9678 -2.4802 0.010 -0.685 0.295
O 1.6271 2.1038 -3.2846 0.048 -0.021 -0.127
O 0.4538 0.8695 -1.8207 0.171 0.488 -0.603
H 0.9261 3.9999 2.7396 0.002 0.063 0.005
H -0.2421 4.8379 -0.4160 0.025 0.019 0.015
H -1.6895 4.2521 0.4043 -0.034 0.007 -0.018
H 0.3203 4.0549 -2.2433 0.020 0.019 0.028
H -0.9701 3.0920 -2.9943 -0.007 0.074 -0.039
C 5.4551 3.0240 -0.5426 -0.015 -0.014 -0.004
C 4.1077 3.3507 -0.5537 0.006 -0.043 0.008
C 3.1610 2.3914 -0.2237 0.027 0.015 -0.062
C 3.5421 1.1000 0.1295 -0.032 0.021 -0.022
C 4.8994 0.7766 0.1138 0.077 0.029 0.056
C 5.8485 1.7335 -0.2135 -0.033 -0.022 -0.001
P 2.2705 -0.1225 0.6139 0.287 -0.044 0.434
C 2.3918 -0.2274 2.4358 0.025 0.021 0.078
C 3.6005 -0.2979 3.1294 0.003 0.030 0.006
C 3.6158 -0.3880 4.5121 -0.040 -0.006 0.009
C 2.4221 -0.4105 5.2265 0.038 0.006 0.013
C 1.2120 -0.3398 4.5550 0.040 -0.013 -0.044
C 1.2070 -0.2452 3.1689 -0.014 -0.044 0.028
C 3.0574 -1.6772 0.0609 0.001 -0.001 -0.053
C 3.2386 -2.7777 0.8934 0.013 -0.055 -0.011
C 3.7913 -3.9531 0.3935 -0.032 0.036 0.009
C 4.1566 -4.0400 -0.9408 -0.002 0.018 -0.022
C 3.9694 -2.9479 -1.7826 -0.020 -0.003 0.027
C 3.4255 -1.7732 -1.2861 -0.007 -0.037 -0.018
H 6.1971 3.7660 -0.8083 -0.015 -0.011 0.015
H 3.7923 4.3476 -0.8355 0.003 -0.030 -0.007
H 2.1121 2.6393 -0.2711 -0.010 0.004 0.009
H 5.2263 -0.2299 0.3457 -0.021 0.004 -0.007
H 6.8976 1.4669 -0.2188 -0.017 0.004 -0.004
H 4.5378 -0.2782 2.5875 -0.012 0.004 0.002
H 4.5608 -0.4426 5.0371 -0.012 0.008 -0.008
H 2.4381 -0.4784 6.3068 0.009 -0.005 -0.020
H 0.2781 -0.3526 5.1033 0.016 0.002 -0.022
H 0.2441 -0.1703 2.6707 -0.040 0.017 -0.043
H 2.9614 -2.7224 1.9394 0.024 0.010 -0.005
H 3.9390 -4.7988 1.0531 0.002 0.015 -0.005
H 4.5941 -4.9522 -1.3256 -0.015 0.012 0.003
H 4.2575 -3.0083 -2.8245 0.000 0.003 0.016
H 3.2919 -0.9193 -1.9452 0.017 -0.006 0.017
C -3.1241 -0.1347 3.7491 0.080 -0.119 0.175
Si -3.9295 0.8720 2.3808 0.105 0.019 0.044
C -4.6563 2.3985 3.1726 -0.098 0.198 0.133
C -5.3958 -0.1121 1.7344 -0.137 -0.086 -0.068
C -2.6532 1.3338 1.1308 0.036 -0.071 -0.213
H -3.7645 -0.2012 4.6333 0.044 -0.017 -0.034
H -2.1784 0.3238 4.0609 -0.048 -0.029 -0.008
H -2.9155 -1.1640 3.4341 -0.015 0.032 0.060
H -5.4125 2.1490 3.9230 0.035 0.038 -0.028
H -5.1325 3.0259 2.4129 0.002 -0.005 0.052
H -3.8850 3.0019 3.6616 -0.038 -0.018 -0.022
H -6.2475 0.0606 2.3984 0.030 -0.040 -0.021
H -5.2231 -1.1917 1.7117 -0.020 0.042 -0.025
H -5.7028 0.2050 0.7332 -0.019 -0.005 0.055
H -2.1465 2.1684 1.6427 0.028 0.003 -0.018
H -3.1821 1.8161 0.2879 0.006 -0.012 -0.021
C -0.7112 0.8972 -5.4930 0.000 -0.057 -0.031
S -2.1367 0.8895 -4.3842 0.051 0.104 -0.040
C -3.4407 1.1892 -5.5885 -0.048 0.001 -0.032
H -0.7033 1.8163 -6.0780 0.002 -0.004 0.023
H -0.7411 0.0381 -6.1626 -0.013 0.018 0.003
H 0.1991 0.8629 -4.8967 -0.029 -0.012 0.025
H -3.4738 0.3901 -6.3276 -0.006 0.006 0.005
H -3.2847 2.1447 -6.0870 -0.006 -0.007 0.003
H -4.3901 1.2200 -5.0565 0.017 -0.003 -0.003
```
Forces are in eV/Å.

Summary:
electronic energy: -3554.190833 hartree
HOMO-LUMO gap (alpha / beta): 8.10 / 8.50 eV
relative energy (zero: lowest compared OMol25 entry of this formula, charge and spin): 0.742 eV
net charge: +1
spin multiplicity: 6
highest occupied orbital energy (alpha / beta): -10.36 / -10.30 eV

Atomic partial charges in e from the Mulliken method, atoms 1 to 6:
1 Sm 0.706
2 C -0.811
3 C -0.830
4 N 0.587
5 C -0.711
6 C -1.152

Computed, not measured: a 2-piece molecular cluster, C34H52N4OP overall at a distorted geometry, with ωB97M-V/def2-TZVPD.

Geometry as XYZ:
```
92
Properties=species:S:1:pos:R:3:forces:R:3
C -2.1436 0.9147 -4.9700 -0.298 0.002 -0.282
N -0.8286 1.3146 -4.5114 0.103 0.817 0.617
C -0.6423 2.6262 -4.1185 -0.805 -0.584 -0.678
O -1.3328 3.5664 -4.4938 0.739 -0.757 0.566
C 0.5136 2.6522 -3.1346 0.670 -0.343 -0.398
C 0.1695 3.3356 -1.8124 -0.171 0.527 -0.043
C -1.0248 2.7015 -1.1438 -0.027 0.226 0.158
C -2.3133 3.0260 -1.5870 0.025 -0.262 0.072
C -3.4129 2.3122 -1.1169 0.023 -0.031 0.004
C -3.2296 1.2700 -0.2065 0.175 -0.073 0.231
C -1.9541 1.0140 0.3159 -0.232 0.354 -0.149
C -0.8642 1.7688 -0.1186 -0.028 -0.318 -0.117
N 0.8482 1.2377 -2.9859 0.139 -0.208 -0.767
C 1.5288 0.7198 -1.9070 -0.177 -1.248 1.091
C 1.3686 -0.5683 -1.5065 -0.393 0.967 -0.756
C 1.7414 -1.3315 -0.2870 1.063 0.090 0.269
C 2.4705 -2.6605 -0.5250 -0.035 0.373 0.035
C 3.8297 -2.8316 -0.2492 -0.048 -0.479 -0.325
C 4.4466 -4.0674 -0.5090 -0.247 0.347 -0.168
C 3.7227 -5.1099 -1.0950 0.012 -0.141 0.318
C 2.3525 -4.9581 -1.3106 -0.135 0.576 -0.086
C 1.7261 -3.7329 -1.0235 0.577 -0.482 -0.209
C 0.0876 0.3646 -3.8862 -0.227 0.390 0.194
C 0.9537 -0.4179 -4.9345 -0.306 0.742 0.519
C 1.6705 0.6214 -5.7914 0.052 -0.201 -0.340
C 0.0255 -1.3028 -5.7487 -0.017 -0.118 -0.376
C 1.9795 -1.3204 -4.2730 0.498 -0.272 -0.125
H -2.9186 1.3562 -4.3213 0.220 -0.081 -0.278
H -2.3036 1.2516 -6.0050 -0.090 -0.172 0.334
H -2.2179 -0.1765 -4.9229 -0.060 0.332 -0.050
H 1.3314 3.1812 -3.6491 -0.033 0.150 0.305
H 1.0556 3.2962 -1.1711 -0.173 0.117 -0.004
H -0.0488 4.3886 -2.0391 0.143 -0.197 0.073
H -2.4374 3.8114 -2.3333 0.003 -0.248 0.188
H -4.4102 2.5640 -1.4829 0.280 -0.149 0.132
H -4.0782 0.6632 0.1121 0.174 0.190 -0.070
H -1.8014 0.2287 1.0580 -0.052 0.102 -0.221
H 0.1330 1.5844 0.2963 -0.388 -0.030 -0.268
H 2.1769 1.4281 -1.3814 -0.235 -0.246 -0.051
H 0.7128 -1.1663 -2.1346 0.104 0.146 0.192
H 2.2545 -0.7049 0.4637 -0.015 -0.268 -0.244
H 4.4196 -1.9880 0.1126 -0.153 -0.255 0.046
H 5.5012 -4.1980 -0.2754 -0.175 0.032 -0.137
H 4.2196 -6.0550 -1.3585 -0.263 0.511 0.226
H 1.7656 -5.7713 -1.7338 0.155 0.136 0.076
H 0.6665 -3.5994 -1.2496 0.197 -0.068 0.150
H -0.5299 -0.3446 -3.3094 0.134 -0.009 -0.018
H 2.3737 1.2084 -5.1897 -0.119 -0.077 -0.086
H 2.2403 0.1019 -6.5696 -0.027 0.176 0.041
H 0.9556 1.2958 -6.2743 0.181 -0.078 0.019
H -0.5092 -2.0038 -5.0913 0.038 0.131 -0.179
H -0.6986 -0.7227 -6.3264 0.107 -0.150 -0.003
H 0.6248 -1.8955 -6.4513 -0.176 0.074 0.091
H 1.5029 -2.1155 -3.6895 0.184 0.084 -0.095
H 2.5799 -1.8074 -5.0524 -0.138 0.067 0.048
H 2.6662 -0.7637 -3.6323 -0.102 -0.185 -0.123
C -1.3422 3.8202 4.3064 -0.138 0.317 0.122
C -0.2432 2.7723 4.3148 0.607 0.734 0.080
C 0.6613 3.0416 3.0986 -0.121 -0.010 -0.191
C 0.6174 2.8684 5.5847 0.009 0.327 0.150
N -0.8286 1.4294 4.2642 0.551 -1.051 0.574
C -2.1969 1.1604 3.8294 -0.740 0.472 -0.359
C -2.3942 -0.3553 3.8568 -0.842 -0.011 -0.245
N -1.0909 -0.9497 4.1290 0.930 0.715 0.856
C -0.8745 -2.4037 4.1822 0.471 -0.800 -0.052
C -2.2092 -3.1228 4.1192 -0.279 -0.302 0.147
C -0.0973 -2.7516 5.4600 -0.049 -0.284 0.190
C -0.0463 -2.8786 2.9768 -0.085 0.002 -0.194
P 0.0146 0.1098 4.7414 -1.088 0.034 -1.385
H 0.7933 -1.6324 0.1190 -0.625 -0.004 0.658
H -2.0762 3.6553 5.1001 0.081 0.112 -0.059
H -0.8744 4.7979 4.4651 -0.175 -0.160 -0.010
H -1.8499 3.8582 3.3347 0.024 -0.062 0.239
H 1.4669 2.2997 3.0053 -0.188 0.130 0.072
H 0.0742 3.0569 2.1687 0.186 -0.048 0.246
H 1.1153 4.0336 3.2307 -0.066 -0.283 -0.106
H 1.5468 2.2888 5.4961 -0.171 0.141 -0.011
H 0.8925 3.9208 5.7486 0.012 -0.388 -0.021
H 0.0747 2.5134 6.4692 0.019 0.135 -0.131
H -2.9068 1.6664 4.5095 0.353 -0.240 -0.357
H -2.3808 1.5332 2.8100 0.255 0.102 0.358
H -3.1080 -0.6484 4.6488 0.328 0.103 -0.393
H -2.8112 -0.6824 2.8900 0.266 -0.084 0.394
H -2.6885 -2.9671 3.1447 0.034 -0.050 0.257
H -2.0228 -4.1974 4.2271 -0.117 0.233 -0.014
H -2.8928 -2.8102 4.9146 0.085 -0.142 -0.086
H 0.9472 -2.4142 5.4121 -0.191 -0.098 -0.059
H -0.5509 -2.3055 6.3524 -0.071 -0.099 -0.113
H -0.0879 -3.8438 5.5923 0.079 0.370 -0.034
H 0.9447 -2.4104 2.9276 -0.194 -0.025 0.060
H 0.0909 -3.9657 3.0626 0.024 0.303 -0.096
H -0.5815 -2.6788 2.0386 0.173 -0.019 0.165
```
Forces are in eV/Å.

Summary:
electronic energy: -1962.167538 hartree
HOMO-LUMO gap: 5.15 eV
net charge: +1
spin multiplicity: 1
highest occupied orbital energy: -9.50 eV

Atomic partial charges in e from the Mulliken method, atoms 1 to 6:
1 C -1.207
2 N 0.653
3 C -0.188
4 O -0.700
5 C 0.534
6 C -1.872

Q: What is the net charge in the first record?
A: +2

Q: Number 2 is which compound?
A: C34H52N3O5PSSiSm

Q: Among the records above, which one has the lowest electronic energy?
A: C34H52N3O2S5SbSn